{
  "formula": "C14H13AsAuN2O6SSe",
  "method": "wB97M-V/def2-TZVPD",
  "total_energy_ev": -170709.6570,
  "multiplicity": 1,
  "orbital_gap_ev": 7.71,
  "e_homo_ev": -5.53,
  "total_charge": -1,
  "elements": ["Au", "O", "As", "O", "O", "C", "C", "C", "C", "C", "C", "S", "O", "O", "O", "H", "H", "H", "H", "H", "C", "N", "C", "Se", "N", "C", "C", "C", "C", "C", "C", "H", "H", "H", "H", "H", "H", "H", "H"],
  "coordinates": [[-1.920, -1.060, -0.854], [-1.545, -4.861, 1.589], [-1.592, -3.077, 1.477], [-3.119, -2.616, 1.820], [-1.001, -2.744, -0.049], [-0.193, -2.732, 2.785], [0.098, -3.791, 3.645], [1.116, -3.698, 4.581], [1.862, -2.535, 4.670], [1.570, -1.468, 3.837], [0.546, -1.549, 2.900], [0.260, -0.045, 1.946], [0.708, 1.031, 2.816], [1.043, -0.179, 0.726], [-1.185, -0.035, 1.719], [-2.305, -5.173, 1.085], [-0.473, -4.705, 3.562], [1.323, -4.536, 5.236], [2.661, -2.449, 5.397], [2.110, -0.534, 3.916], [-0.790, 2.112, -0.316], [-0.865, 2.063, -1.772], [-1.812, 1.462, -2.514], [-3.326, 0.547, -1.923], [-1.469, 1.620, -3.812], [-0.262, 2.293, -3.917], [0.513, 2.673, -5.000], [1.694, 3.342, -4.719], [2.081, 3.617, -3.404], [1.302, 3.236, -2.324], [0.122, 2.568, -2.607], [-1.607, 1.540, 0.113], [-0.848, 3.151, 0.010], [0.142, 1.654, 0.013], [-2.006, 1.200, -4.550], [0.215, 2.453, -6.016], [2.334, 3.652, -5.535], [3.014, 4.135, -3.226], [1.603, 3.437, -1.305]]
}


{
  "formula": "C14H13Cl7GeIN2O5Rb",
  "method": "wB97M-V/def2-TZVPD",
  "total_energy_ev": -180885.3941,
  "multiplicity": 2,
  "relative_energy_kcal_mol": 0.0,
  "orbital_gap_ev": [6.32, 8.35],
  "e_homo_ev": [-4.41, -6.80],
  "total_charge": -1,
  "elements": ["Rb", "N", "C", "O", "C", "I", "H", "H", "H", "H", "Cl", "C", "C", "C", "C", "C", "C", "C", "O", "O", "H", "H", "H", "H", "Cl", "C", "Cl", "Cl", "C", "O", "O", "C", "C", "C", "N", "H", "H", "H", "H", "H", "Cl", "Ge", "Cl", "Cl"],
  "coordinates": [[-3.174, 0.023, -0.664], [-1.919, -3.068, -0.452], [-3.126, -3.111, 0.151], [-4.158, -2.749, -0.397], [-3.050, -3.677, 1.559], [-4.881, -3.561, 2.611], [-1.854, -2.680, -1.385], [-1.074, -3.086, 0.107], [-2.313, -3.120, 2.131], [-2.767, -4.726, 1.521], [-0.086, 0.610, 8.010], [-0.573, 0.428, 6.342], [-0.024, 1.263, 5.385], [-0.407, 1.107, 4.061], [-1.332, 0.133, 3.709], [-1.879, -0.687, 4.689], [-1.498, -0.550, 6.013], [-1.751, -0.050, 2.280], [-2.744, -0.739, 2.031], [-1.053, 0.564, 1.377], [0.700, 2.013, 5.671], [0.018, 1.732, 3.290], [-2.606, -1.436, 4.399], [-1.906, -1.190, 6.782], [0.081, 3.908, 1.306], [-0.896, 3.587, -0.119], [-2.614, 3.534, 0.349], [-0.667, 4.909, -1.299], [-0.501, 2.246, -0.853], [0.597, 1.747, -0.516], [-1.306, 1.869, -1.705], [-0.022, 1.419, -4.654], [0.524, 0.393, -3.662], [-0.518, -0.526, -3.213], [-1.358, -1.242, -2.892], [0.783, 2.084, -4.968], [-0.797, 2.016, -4.178], [-0.436, 0.937, -5.540], [0.927, 0.872, -2.769], [1.327, -0.209, -4.091], [0.459, -2.225, 1.709], [0.739, -0.217, 0.515], [2.193, 0.683, 1.887], [2.189, -1.071, -1.082]]
}


{
  "formula": "C14H13F9IN2O12P2S3",
  "method": "wB97M-V/def2-TZVPD",
  "total_energy_ev": -125924.7183,
  "multiplicity": 1,
  "orbital_gap_ev": 6.89,
  "e_homo_ev": -6.89,
  "total_charge": -1,
  "elements": ["O", "C", "O", "C", "C", "C", "N", "C", "C", "O", "O", "C", "C", "O", "C", "F", "F", "F", "C", "I", "C", "P", "S", "C", "P", "O", "O", "O", "H", "H", "H", "H", "H", "H", "H", "H", "H", "H", "H", "H", "H", "C", "F", "F", "F", "S", "O", "O", "N", "S", "O", "O", "C", "F", "F", "F"],
  "coordinates": [[0.235, 6.229, -1.915], [0.988, 5.342, -1.625], [2.329, 5.586, -1.461], [0.599, 3.886, -1.500], [0.944, 3.313, -0.128], [0.253, 1.968, 0.138], [1.064, 1.025, 0.955], [1.129, 1.328, 2.261], [0.469, 2.627, 2.752], [-0.752, 2.520, 2.855], [1.290, 3.540, 2.912], [1.808, 0.497, 3.157], [1.836, 0.953, 4.596], [0.577, 0.792, 5.244], [0.242, -0.429, 5.677], [0.010, -1.287, 4.663], [1.208, -0.994, 6.432], [-0.845, -0.331, 6.399], [2.393, -0.644, 2.671], [3.477, -1.840, 3.989], [2.323, -0.964, 1.291], [3.165, -2.489, 0.686], [5.071, -2.260, 0.405], [1.676, -0.102, 0.449], [1.629, -0.429, -1.360], [2.597, -1.448, -1.756], [0.112, -0.667, -1.675], [1.940, 0.970, -2.041], [2.663, 5.136, -0.676], [1.122, 3.349, -2.288], [-0.469, 3.826, -1.700], [2.018, 3.217, 0.029], [0.590, 4.015, 0.627], [-0.659, 2.130, 0.705], [-0.033, 1.497, -0.790], [2.634, 0.475, 5.154], [2.008, 2.025, 4.601], [2.396, -2.954, -0.371], [2.866, -3.389, 1.706], [-0.415, -1.024, -0.947], [2.768, 0.861, -2.534], [-1.961, -1.391, -4.007], [-0.668, -1.149, -4.236], [-2.375, -0.528, -3.066], [-2.650, -1.154, -5.119], [-2.105, -3.122, -3.400], [-1.325, -3.111, -2.187], [-1.636, -3.941, -4.479], [-3.665, -3.105, -3.184], [-4.434, -4.368, -2.616], [-4.174, -4.654, -1.234], [-4.523, -5.476, -3.522], [-6.111, -3.600, -2.636], [-6.474, -3.248, -3.870], [-6.164, -2.519, -1.855], [-6.995, -4.491, -2.177]]
}


{
  "formula": "C14H13FN4O2",
  "method": "wB97M-V/def2-TZVPD",
  "total_energy_ev": -27499.5343,
  "multiplicity": 1,
  "relative_energy_kcal_mol": 44.5,
  "orbital_gap_ev": 8.78,
  "e_homo_ev": -8.78,
  "smiles": "CC(=O)N1Cc2n[nH]c(NC(=O)c3ccc(F)cc3)c2C1",
  "elements": ["C", "C", "O", "N", "C", "C", "N", "N", "C", "N", "C", "O", "C", "C", "C", "C", "F", "C", "C", "C", "C", "H", "H", "H", "H", "H", "H", "H", "H", "H", "H", "H", "H", "H"],
  "coordinates": [[0.910, -5.627, -2.492], [0.991, -4.467, -1.477], [1.527, -4.782, -0.415], [0.472, -3.189, -1.588], [0.093, -2.597, -2.858], [-0.115, -1.113, -2.500], [-0.595, -0.102, -3.169], [-0.480, 0.879, -2.172], [0.076, 0.338, -0.991], [0.131, 0.904, 0.293], [-0.011, 2.287, 0.528], [-0.246, 3.000, -0.458], [-0.278, 3.040, 1.815], [-0.840, 2.302, 2.927], [-1.132, 3.097, 4.058], [-0.884, 4.478, 4.183], [-0.912, 5.027, 5.388], [-0.509, 5.163, 3.029], [-0.174, 4.457, 1.906], [0.317, -0.969, -1.261], [0.658, -2.161, -0.536], [1.355, -6.615, -2.195], [-0.150, -5.829, -2.602], [1.273, -5.169, -3.398], [0.778, -2.777, -3.667], [-0.912, -2.845, -3.182], [-0.741, 1.858, -2.269], [0.385, 0.335, 1.060], [-0.875, 1.315, 2.819], [-1.520, 2.599, 4.996], [-0.516, 6.245, 3.042], [0.143, 5.090, 1.108], [0.047, -2.205, 0.401], [1.730, -1.968, -0.324]]
}


{
  "formula": "C14H13FN4O4SSe2Sr",
  "method": "wB97M-V/def2-TZVPD",
  "total_energy_ev": -173960.1021,
  "multiplicity": 1,
  "relative_energy_kcal_mol": 38.4,
  "orbital_gap_ev": 5.72,
  "e_homo_ev": -1.82,
  "total_charge": -2,
  "elements": ["Sr", "S", "C", "C", "N", "C", "H", "H", "H", "F", "C", "C", "C", "C", "C", "C", "H", "H", "H", "H", "C", "N", "C", "C", "N", "C", "H", "H", "H", "H", "H", "H", "O", "Se", "O", "O", "O", "Se", "C", "N"],
  "coordinates": [[-0.099, -0.459, 0.608], [5.281, -1.494, -1.137], [4.813, -1.285, 0.512], [3.479, -1.059, 0.595], [2.830, -1.036, -0.593], [3.614, -1.250, -1.577], [5.543, -1.353, 1.293], [2.923, -0.892, 1.500], [3.315, -1.287, -2.605], [-6.522, -1.528, -1.277], [-5.183, -1.450, -0.974], [-4.469, -2.601, -0.722], [-3.116, -2.505, -0.410], [-2.445, -1.277, -0.329], [-3.232, -0.147, -0.585], [-4.581, -0.211, -0.913], [-4.967, -3.561, -0.758], [-2.579, -3.427, -0.224], [-2.785, 0.836, -0.516], [-5.159, 0.680, -1.114], [1.277, 4.279, 0.950], [0.882, 3.295, -0.014], [0.067, 3.460, -1.096], [-0.042, 2.234, -1.680], [0.696, 1.331, -0.979], [1.216, 1.998, 0.019], [0.609, 5.139, 0.899], [2.308, 4.596, 0.759], [1.226, 3.819, 1.946], [-0.355, 4.414, -1.353], [-0.601, 1.931, -2.548], [1.846, 1.589, 0.778], [-0.733, 1.359, 1.650], [0.255, 1.013, 2.918], [-0.595, 0.568, 4.187], [1.173, -0.224, 2.374], [1.194, 2.285, 3.239], [1.681, -4.614, -1.414], [0.873, -6.095, -0.874], [0.360, -7.074, -0.535]]
}


{
  "formula": "C14H13N3O2S",
  "method": "wB97M-V/def2-TZVPD",
  "total_energy_ev": -34128.5257,
  "multiplicity": 1,
  "relative_energy_kcal_mol": 43.2,
  "orbital_gap_ev": 8.12,
  "e_homo_ev": -7.93,
  "smiles": "Cc1nc(C)c(C(=O)Nc2nc3c(C)cccc3s2)o1",
  "elements": ["C", "C", "N", "C", "C", "C", "C", "O", "N", "C", "N", "C", "C", "C", "C", "C", "C", "C", "S", "O", "H", "H", "H", "H", "H", "H", "H", "H", "H", "H", "H", "H", "H"],
  "coordinates": [[-4.100, -1.039, 3.786], [-2.571, -0.959, 3.626], [-1.738, -1.608, 4.444], [-0.521, -1.186, 3.972], [0.820, -1.690, 4.606], [-0.625, -0.441, 2.815], [0.433, 0.055, 1.967], [1.560, 0.313, 2.336], [0.307, -0.009, 0.556], [1.057, 0.445, -0.522], [0.356, 0.191, -1.660], [1.081, 0.731, -2.692], [0.536, 0.655, -3.983], [-0.692, -0.145, -4.381], [1.299, 1.361, -4.927], [2.466, 1.986, -4.667], [2.927, 2.156, -3.316], [2.229, 1.492, -2.320], [2.514, 1.336, -0.608], [-1.903, -0.235, 2.648], [-4.569, -0.206, 3.311], [-4.399, -1.938, 3.279], [-4.191, -1.020, 4.849], [1.132, -0.869, 5.235], [0.652, -2.600, 5.194], [1.630, -1.840, 3.937], [-0.570, -0.383, 0.284], [-0.278, -1.128, -4.696], [-1.280, -0.131, -3.527], [-1.302, 0.321, -5.117], [0.927, 1.438, -6.001], [2.989, 2.408, -5.454], [3.823, 2.539, -2.976]]
}


{
  "formula": "C14H14AuNO3",
  "method": "wB97M-V/def2-TZVPD",
  "total_energy_ev": -26069.0091,
  "multiplicity": 1,
  "orbital_gap_ev": 7.88,
  "e_homo_ev": -8.52,
  "elements": ["Au", "O", "C", "O", "C", "C", "C", "C", "C", "C", "C", "C", "C", "N", "H", "H", "H", "H", "H", "H", "C", "C", "C", "O", "C", "H", "H", "H", "H", "H", "H", "H", "H"],
  "coordinates": [[-0.149, 0.150, 2.734], [-2.464, 3.191, 0.981], [-1.953, 2.177, 1.422], [-1.330, 2.051, 2.512], [-2.051, 0.923, 0.511], [-2.816, 0.995, -0.670], [-2.816, -0.065, -1.532], [-2.029, -1.201, -1.233], [-1.888, -2.296, -2.107], [-1.056, -3.336, -1.794], [-0.363, -3.347, -0.572], [-0.505, -2.313, 0.313], [-1.315, -1.208, -0.008], [-1.367, -0.147, 0.822], [-3.365, 1.903, -0.862], [-3.384, -0.044, -2.451], [-2.435, -2.282, -3.036], [-0.924, -4.155, -2.485], [0.286, -4.178, -0.340], [0.008, -2.293, 1.266], [2.236, 2.133, 0.027], [2.983, 0.860, -0.364], [2.411, -0.145, 0.632], [2.104, 0.590, 1.819], [2.209, 1.996, 1.545], [1.224, 2.130, -0.379], [2.745, 3.037, -0.298], [4.052, 0.996, -0.194], [2.817, 0.552, -1.393], [3.114, -0.938, 0.895], [1.497, -0.602, 0.238], [3.150, 2.352, 1.985], [1.374, 2.513, 2.016]]
}


{
  "formula": "C14H14BCeF9N6O",
  "method": "wB97M-V/def2-TZVPD",
  "total_energy_ev": -63781.8706,
  "multiplicity": 1,
  "orbital_gap_ev": [4.65, 4.65],
  "e_homo_ev": [-15.37, -15.37],
  "total_charge": 2,
  "elements": ["H", "N", "B", "N", "C", "Ce", "H", "C", "H", "C", "H", "C", "H", "H", "H", "N", "N", "N", "N", "C", "C", "H", "H", "C", "C", "C", "C", "H", "H", "H", "H", "H", "F", "C", "F", "F", "C", "O", "C", "F", "F", "F", "C", "F", "F", "F"],
  "coordinates": [[2.572, 0.377, 2.363], [2.042, -0.734, 0.620], [2.082, -2.239, -1.435], [2.751, -1.637, -0.171], [3.959, -1.853, 0.371], [-0.211, 0.032, 0.551], [4.637, -2.566, -0.071], [4.080, -1.070, 1.518], [4.901, -1.030, 2.210], [2.882, -0.358, 1.630], [2.799, -3.041, -1.996], [-2.024, 1.068, -1.629], [-2.928, 1.448, -1.135], [-1.898, -0.006, -1.287], [-2.205, 0.981, -2.712], [1.811, -1.045, -2.422], [0.711, -2.877, -1.058], [1.004, 0.014, -2.020], [-0.258, -2.159, -0.360], [2.236, -0.851, -3.680], [0.256, -4.114, -1.305], [2.872, -1.574, -4.163], [0.898, -4.819, -1.815], [1.705, 0.349, -4.137], [-1.028, -4.241, -0.771], [0.930, 0.844, -3.081], [-1.336, -2.992, -0.214], [1.839, 0.794, -5.103], [-1.654, -5.117, -0.758], [0.332, 1.744, -3.070], [-2.242, -2.656, 0.278], [-1.192, 1.764, -1.441], [-0.898, 4.084, 1.061], [-2.123, 3.663, 1.472], [-2.733, 4.659, 2.168], [-2.851, 3.426, 0.342], [-1.981, 2.393, 2.365], [-1.393, 1.327, 1.670], [-1.111, 2.683, 3.624], [-1.565, 3.707, 4.395], [-1.003, 1.587, 4.421], [0.146, 2.990, 3.207], [-3.370, 1.900, 2.805], [-4.059, 2.779, 3.571], [-4.104, 1.628, 1.694], [-3.276, 0.738, 3.495]]
}